--- w ---
Molecular formula: C5H6N2S2
Method: DFT, wB97M-V/def2-TZVPD

Calculated values
HOMO level (spin up / spin down) = -0.273 / -0.273 Eh
LUMO (spin up / spin down) = -0.78 / -0.78 eV

CARTESIAN COORDINATES (ANGSTROEM)
C 0.541 -0.412 -1.940
C 0.966 0.735 -1.263
C -0.248 -1.303 -1.347
C 0.555 0.682 0.009
C -0.999 -1.064 -0.118
N 0.061 1.460 2.732
N -0.344 -0.035 0.632
S 1.164 2.374 1.811
S -0.150 -0.131 2.478
H 1.156 -0.811 -2.691
H 1.612 1.581 -1.605
H -0.435 -2.240 -1.900
H -2.030 -0.849 -0.040
H -1.036 -1.983 0.336
H -0.814 1.994 2.907

---

--- x ---
Molecular formula: C5H6N2S2
Method: DFT, wB97M-V/def2-TZVPD

Calculated values
HOMO level (spin up / spin down) = -0.275 / -0.275 Eh
LUMO (spin up / spin down) = -1.38 / -1.38 eV

CARTESIAN COORDINATES (ANGSTROEM)
C -1.444 1.182 -0.128
C -0.098 1.644 0.010
C -1.803 -0.126 -0.220
C 0.855 0.702 0.151
C -0.737 -1.121 -0.240
N 1.334 -1.493 0.720
N 0.496 -0.609 0.349
S 2.591 1.073 0.040
S 3.409 -0.739 -0.360
H -2.234 1.807 -0.392
H 0.162 2.623 -0.074
H -2.840 -0.347 -0.641
H -0.816 -1.957 0.479
H -0.747 -1.521 -1.224
H 1.871 -1.116 1.531

---

Relative calculated energies, zero for the most stable structure, unit kJ/mol: w 100.4; x 0.0.

---

--- w ---
Molecular formula: C10H16N3O2
Method: DFT, wB97M-V/def2-TZVPD

Calculated values
Net charge = +1
HOMO level = -0.444 Eh
LUMO = -3.71 eV

CARTESIAN COORDINATES (ANGSTROEM)
C 4.473 -0.462 -0.419
C 3.938 0.681 -0.908
C 3.670 -1.247 0.413
C 2.655 1.076 -0.555
C 2.297 -0.923 0.679
C -2.529 -1.521 0.205
C -1.788 0.064 -1.354
C -3.694 -0.471 0.196
C -2.500 1.203 -0.669
C 1.781 0.329 0.231
N -1.783 -1.169 -0.997
N 0.432 0.656 0.617
N -3.263 0.844 0.577
O 0.168 2.006 0.857
O 0.014 -0.085 1.772
H 5.426 -0.694 -0.757
H 4.369 1.413 -1.530
H 4.201 -2.193 0.711
H 2.387 2.066 -0.957
H -1.332 -1.901 -1.504
H 1.587 -1.525 1.221
H -1.810 -1.337 1.131
H -2.762 -2.612 -0.006
H -1.237 0.483 -2.284
H 0.867 2.494 1.385
H -4.211 -0.555 -0.773
H -4.433 -0.719 0.969
H -1.747 2.097 -0.364
H -3.036 1.666 -1.564
H -2.824 0.947 1.470
H 0.687 -0.611 2.204

---

--- x ---
Molecular formula: C10H16N3O2
Method: DFT, wB97M-V/def2-TZVPD

Calculated values
Net charge = +1
HOMO level = -0.471 Eh
LUMO = -3.12 eV

CARTESIAN COORDINATES (ANGSTROEM)
C -1.605 -0.677 -4.101
C -0.617 -0.070 -3.808
C 0.563 0.644 -3.300
C 0.530 0.647 -1.735
C 0.466 2.076 -1.245
N 0.490 2.111 0.265
C -0.611 1.447 0.849
C -1.465 0.640 1.063
C 1.805 1.514 0.700
C 2.020 0.099 0.181
N 1.708 -0.096 -1.250
H -2.465 -1.305 -4.124
H 1.459 0.105 -3.607
H 0.606 1.656 -3.708
H -0.403 0.143 -1.462
H 1.328 2.666 -1.567
H -0.427 2.568 -1.629
H 0.456 3.073 0.611
H -2.310 0.103 1.445
H 1.801 1.471 1.790
H 2.596 2.205 0.409
H 1.508 -0.610 0.842
H 3.090 -0.094 0.304
H 1.437 -1.071 -1.325
C -1.674 -2.817 4.138
N -1.742 -2.668 2.658
O -0.897 -3.222 1.992
O -2.652 -1.994 2.212
H -0.821 -3.439 4.382
H -1.570 -1.822 4.561
H -2.602 -3.280 4.461

---

Relative calculated energies, zero for the most stable structure, unit kJ/mol: w 0.0; x 229.0.

---

--- w ---
Molecular formula: C6H24O6
Method: DFT, wB97M-V/def2-TZVPD

Calculated values
HOMO level = -0.361 Eh
LUMO = 0.58 eV

CARTESIAN COORDINATES (ANGSTROEM)
C 3.922 2.176 1.610
O 3.769 1.122 2.566
H 4.962 2.504 1.509
H 3.472 1.830 0.687
H 3.417 3.063 2.013
H 4.108 1.404 3.418
C 1.722 -1.160 -4.849
O 2.306 -0.519 -5.993
H 2.028 -2.203 -4.728
H 1.989 -0.578 -3.966
H 0.647 -1.189 -5.016
H 3.254 -0.505 -5.826
C 0.638 -0.139 3.901
O 1.490 0.486 4.872
H 0.376 -1.167 4.159
H -0.212 0.511 3.694
H 1.278 -0.173 3.018
H 0.960 0.942 5.530
C -3.753 -1.961 -1.471
O -4.483 -0.778 -1.725
H -2.749 -1.670 -1.166
H -4.202 -2.581 -0.696
H -3.601 -2.527 -2.395
H -5.244 -0.925 -2.288
C 0.675 -0.360 -0.397
O 0.758 0.716 0.535
H -0.238 -0.931 -0.210
H 0.705 0.019 -1.418
H 1.484 -1.059 -0.162
H 1.632 0.758 0.924
C -3.247 1.035 0.676
O -4.342 0.298 1.153
H -3.522 1.876 0.033
H -2.695 1.465 1.508
H -2.583 0.390 0.097
H -4.721 -0.168 0.400

---

--- x ---
Molecular formula: C6H24O6
Method: DFT, wB97M-V/def2-TZVPD

Calculated values
HOMO level = -0.371 Eh
LUMO = 0.52 eV

CARTESIAN COORDINATES (ANGSTROEM)
C 3.782 3.204 3.146
O 3.281 2.907 4.443
H 4.577 2.508 2.866
H 2.969 3.080 2.431
H 4.147 4.228 3.069
H 3.738 3.456 5.083
C 0.782 1.049 -0.286
O 0.060 -0.020 0.253
H 0.102 1.840 -0.650
H 1.396 1.491 0.492
H 1.367 0.804 -1.180
H -0.488 -0.492 -0.381
C -2.005 -3.313 -2.582
O -1.894 -2.039 -1.950
H -2.186 -3.225 -3.656
H -1.057 -3.821 -2.429
H -2.799 -3.906 -2.126
H -2.752 -1.606 -1.991
C -0.676 -3.495 1.847
O -1.637 -4.521 1.652
H 0.309 -3.892 2.102
H -0.602 -2.922 0.925
H -0.974 -2.796 2.638
H -1.452 -5.233 2.269
C -1.901 3.813 0.574
O -2.728 3.962 1.725
H -0.871 3.593 0.855
H -2.298 2.975 0.004
H -1.946 4.707 -0.053
H -2.205 4.360 2.426
C 1.011 -1.184 -3.593
O -0.226 -0.711 -4.095
H 1.583 -1.622 -4.411
H 1.616 -0.371 -3.175
H 0.873 -1.947 -2.823
H -0.898 -0.860 -3.420

---

Relative calculated energies, zero for the most stable structure, unit kJ/mol: w 19.9; x 0.0.

---

--- w ---
Molecular formula: C5H13O3
Method: DFT, wB97M-V/def2-TZVPD

Calculated values
<S²> = 0.755
HOMO level (spin up / spin down) = -0.359 / -0.358 Eh
Multiplicity = 2
LUMO (spin up / spin down) = 0.91 / -2.17 eV

CARTESIAN COORDINATES (ANGSTROEM)
C 0.028 1.984 -3.325
O 0.916 1.804 -2.251
C 0.565 0.733 -1.405
C 1.481 0.700 -0.215
H 0.383 2.841 -3.911
H 0.000 1.090 -3.972
H -0.995 2.193 -2.966
H 0.626 -0.219 -1.968
H -0.489 0.838 -1.081
H 1.209 -0.241 0.707
H 2.525 0.501 -0.485
H 1.429 1.614 0.389
O 0.998 -1.389 1.883
C -1.884 -1.714 1.703
O -1.011 -2.232 2.685
C 0.131 -1.464 2.905
H -2.774 -2.353 1.684
H -2.187 -0.682 1.949
H -1.416 -1.721 0.707
H 0.628 -1.874 3.806
H -0.163 -0.409 3.160

---

--- x ---
Molecular formula: C5H13O3
Method: DFT, wB97M-V/def2-TZVPD

Calculated values
<S²> = 0.754
HOMO level (spin up / spin down) = -0.366 / -0.365 Eh
Multiplicity = 2
LUMO (spin up / spin down) = -2.32 / -2.32 eV

CARTESIAN COORDINATES (ANGSTROEM)
C -1.511 -1.299 1.250
O -1.503 -1.906 0.063
C -1.599 0.247 1.168
C -0.293 0.922 0.748
C 0.125 0.607 -0.712
C 1.432 1.327 -1.059
O 1.990 1.067 -2.268
H -0.208 -0.998 2.726
H -2.278 -1.666 1.946
H -0.436 -1.638 1.511
H -1.937 0.695 2.118
H -2.391 0.395 0.424
H 0.516 0.517 1.362
H -0.244 2.009 0.832
H 0.248 -0.468 -0.771
H -0.631 0.850 -1.454
H 1.149 2.396 -0.927
H 2.230 1.140 -0.314
H 1.990 -0.643 -2.340
H 1.226 -1.951 -2.138
O 2.123 -1.603 -2.166

---

Relative calculated energies, zero for the most stable structure, unit kJ/mol: w 0.0; x 363.8.